1.
Formula: CBr2F3P
Source: the OMol25 dataset
Level of theory: wB97M-V/def2-TZVPD

Results
Orbital gap (alpha / beta) in eV: 7.7 / 7.4
HOMO (alpha / beta) in eV: -8.66 / -9.16

Structure (XYZ):
```
7
Properties=species:S:1:pos:R:3:forces:R:3:mulliken_charge:R:1
Br -0.93458 0.64461 0.65410 -0.641 0.012 0.174 0.03
Br -3.76588 -0.76113 -0.75786 0.038 0.026 -0.050 -0.10
P -2.74477 -0.52345 1.16811 0.149 0.064 0.054 0.15
C 1.58891 0.18962 -0.12854 0.381 -0.269 -0.208 0.46
F 1.94039 1.37969 -0.59160 0.069 -0.133 0.046 -0.18
F 1.46145 -0.68251 -1.12067 0.137 0.187 0.216 -0.17
F 2.45448 -0.24683 0.77646 -0.132 0.114 -0.233 -0.18
```
Forces are in eV/Å.



2.
Formula: C12H21CaClCsF5LiN2O5S
Source: the OMol25 dataset
Level of theory: wB97M-V/def2-TZVPD

Results
Orbital gap in eV: 3.3
Net charge: +1
HOMO in eV: -8.89

Structure (XYZ):
```
50
Properties=species:S:1:pos:R:3:forces:R:3:mulliken_charge:R:1
H 0.33051 1.38009 3.30925 -0.118 0.106 0.006 0.16
N -0.08075 2.29017 3.41782 -0.072 0.149 0.041 0.15
H -0.42809 2.76802 1.36368 -0.086 0.134 0.363 0.64
H 1.51957 0.00213 0.85406 -0.308 -0.666 -1.345 0.29
S -0.43585 1.28259 -1.59052 -1.124 6.066 -1.272 1.05
H -10.15928 -0.03718 1.16821 -0.167 1.330 0.162 0.27
C 2.22927 1.12451 -1.40407 0.899 1.870 -2.447 -0.59
H -5.13848 1.74342 -1.17131 1.546 2.516 -0.992 0.41
H -4.18303 0.74212 -1.83875 0.531 0.664 -0.384 0.49
F -0.93226 -4.73454 -1.13727 1.897 0.109 -2.151 -0.20
H -1.41247 5.08196 2.39037 0.034 -0.082 0.016 0.40
H 5.74854 -3.18019 -1.71189 -0.975 0.032 0.853 0.35
H -0.20078 -0.38402 0.38535 1.769 -0.140 -0.516 0.10
H 4.48364 -1.22619 0.38000 0.572 -0.183 -1.249 0.21
C 3.90241 -0.54244 -1.62937 1.352 -0.977 0.706 -0.37
Ca -6.55247 0.01711 -0.89751 -0.673 0.286 0.541 1.53
H 4.94648 -3.51559 -0.05599 -0.030 0.417 -1.433 0.21
H 3.92512 -3.13372 -1.60217 1.125 -0.150 0.808 0.21
C 0.89824 -0.43891 0.01225 -0.962 0.076 0.536 -0.97
C 0.27331 -4.08905 -1.45191 -0.368 1.786 0.880 -0.56
F -0.52874 -1.97370 -2.22326 0.526 -1.022 2.975 -0.15
H -0.03242 2.44927 5.54680 -0.023 0.075 -0.046 0.37
C 4.88528 -2.93241 -1.02887 0.161 0.998 0.031 -0.88
Cl -1.97331 -0.78652 0.52461 -1.877 -2.355 2.728 -0.68
C -1.00161 4.24945 2.94087 0.038 -0.112 -0.148 -0.76
C -0.51019 3.09089 2.39241 0.056 -0.007 -0.176 -0.34
H 2.27399 -2.24174 -0.27454 -1.298 0.172 -0.347 0.84
F -4.45421 3.32088 -2.22192 -0.316 0.268 0.702 -0.80
F 1.35032 -4.84867 -1.88204 -2.034 0.752 1.714 -0.17
O 3.35904 0.51069 -0.79700 -1.327 -0.045 -0.896 -0.38
C -0.86796 4.14228 4.34896 0.038 -0.123 0.191 -0.40
Cs -9.81367 -2.27131 0.42318 -1.038 -3.682 -0.859 0.89
C 4.90205 -1.37417 -0.67028 -1.104 0.123 0.054 -0.44
O -9.21663 -0.19555 1.16548 1.908 1.924 -0.038 -1.02
C 0.28662 -2.65611 -1.33239 0.957 -1.680 -1.177 1.33
H 0.81061 -2.49553 0.79315 0.149 1.516 -1.085 -0.19
C 1.15870 -2.00612 -0.19846 0.143 0.656 -0.243 -0.65
O -0.46068 1.77782 -3.00202 0.561 -2.657 3.742 -0.62
N 0.96403 0.33133 -1.27178 -0.793 -1.455 1.215 0.23
H 2.05768 2.20352 -1.07092 0.518 -1.604 0.226 0.43
Li 0.93319 -4.17212 0.97960 -0.246 -0.192 -0.313 0.90
F -1.87995 0.43653 -1.39695 3.234 2.138 -2.552 -0.04
H 3.06080 -1.22195 -2.00170 1.159 0.987 0.264 0.23
C -0.30001 2.92151 4.61424 0.042 -0.008 0.147 -0.52
H -1.15667 4.87668 5.08557 0.027 -0.064 -0.040 0.39
O -0.47422 2.39790 -0.58599 -0.052 -3.845 -2.352 -0.60
H 4.54162 -0.14618 -2.48474 -1.252 -0.201 0.823 0.33
H 5.93901 -0.91737 -0.67197 -1.265 -0.632 -0.098 0.44
H 2.45733 1.19269 -2.52483 -0.539 -0.008 1.380 0.31
O -5.04362 1.18774 -1.96544 -1.196 -3.255 1.056 -0.84
```
Forces are in eV/Å.



3.
Formula: CH3NO2S
Source: the OMol25 dataset
Level of theory: wB97M-V/def2-TZVPD

Results
Orbital gap (alpha / beta) in eV: 8.4 / 8.4
HOMO (alpha / beta) in eV: -8.61 / -8.62

Structure (XYZ):
```
8
Properties=species:S:1:pos:R:3:forces:R:3:mulliken_charge:R:1
C -1.01140 1.11817 0.35637 -0.212 -0.677 -2.557 0.09
O -1.72985 1.39251 -0.56550 1.429 -0.041 1.581 -0.34
N 0.76033 -1.07721 0.37826 1.512 0.830 0.024 -0.59
H 0.52175 -1.87300 -0.27865 0.956 1.381 1.000 0.26
H -1.44424 0.66944 1.27762 0.721 0.280 0.348 0.31
O 2.34963 1.01330 0.12893 -1.735 -0.442 -0.083 -0.53
S 1.04776 0.52162 -0.41143 -0.680 -0.935 1.212 0.50
H 1.65487 -1.16857 0.98482 -1.990 -0.396 -1.526 0.29
```
Forces are in eV/Å.



4.
Formula: C6H6N
Source: the OMol25 dataset
Level of theory: wB97M-V/def2-TZVPD

Results
Orbital gap in eV: 8.2
Net charge: +1
HOMO in eV: -13.59

Structure (XYZ):
```
13
Properties=species:S:1:pos:R:3:forces:R:3:mulliken_charge:R:1
H -4.69376 0.83338 -0.08939 1.484 -0.793 -0.061 0.23
H -4.60821 -0.93213 -0.14827 0.315 -0.979 0.012 0.27
C 3.46388 0.23737 -0.06609 0.506 1.354 4.286 -0.20
C 1.21833 -0.81490 -0.01117 -2.309 1.916 0.257 0.05
H 3.92789 0.50407 0.93626 0.036 -0.487 -1.376 0.26
H 3.84557 0.57809 -0.94654 1.389 0.522 -2.581 0.31
H 1.18750 -1.85000 -0.02404 0.682 -2.104 -0.091 0.45
H 0.29819 1.00707 0.00959 -1.380 -1.551 0.055 0.22
C -1.40950 -0.26084 0.09801 -1.956 0.177 -0.775 0.04
C -0.07427 -0.10194 0.01954 1.549 3.695 0.244 -0.13
N 2.31401 -0.16500 0.01560 -2.514 -2.373 -0.446 0.01
C -3.98911 -0.06341 -0.08483 -3.011 2.056 0.022 -0.72
C -2.71349 -0.00196 0.02484 5.209 -1.433 0.454 0.20
```
Forces are in eV/Å.



5.
Formula: C4H9N
Source: the OMol25 dataset
Level of theory: wB97M-V/def2-TZVPD

Results
Orbital gap in eV: 10.0
HOMO in eV: -8.83

Structure (XYZ):
```
14
Properties=species:S:1:pos:R:3:forces:R:3:mulliken_charge:R:1
H -1.39259 1.30086 -1.21088 0.008 -0.102 0.086 0.28
C -1.41999 0.36284 -0.64548 0.014 -0.005 -0.109 -1.22
H 1.14858 -0.72384 -1.22761 0.020 0.213 0.162 0.27
C -0.60268 0.46008 0.62141 -0.175 0.120 0.002 0.17
H 1.72801 0.96896 -1.10776 -0.031 -0.219 0.050 0.27
N 0.84349 0.30000 0.65699 0.152 0.002 -0.069 -0.29
H -1.08182 -0.43861 -1.30750 -0.001 0.078 0.115 0.31
C 1.59831 0.02972 -0.55597 0.001 -0.033 -0.145 -0.75
H -0.10092 -1.67636 0.63532 0.101 0.214 0.140 0.25
H 2.59612 -0.33622 -0.28108 -0.243 0.097 0.008 0.29
H -2.46497 0.15666 -0.39255 0.115 0.044 -0.020 0.34
H 0.08838 -0.88299 2.29343 -0.078 -0.036 -0.232 0.24
C 0.01634 -0.75327 1.21374 0.012 -0.233 0.134 -0.46
H -0.95624 1.23218 1.30793 0.105 -0.141 -0.122 0.30
```
Forces are in eV/Å.



6.
Formula: C2H5O2S2
Source: the OMol25 dataset
Level of theory: wB97M-V/def2-TZVPD

Results
Orbital gap in eV: 6.4
Net charge: -1
HOMO in eV: -3.84

Structure (XYZ):
```
11
Properties=species:S:1:pos:R:3:forces:R:3:mulliken_charge:R:1
S -1.48931 1.25323 2.58794 -0.144 -1.053 -0.846 -0.21
O 1.39581 -1.50279 -1.46068 -0.263 -0.088 -0.434 -0.57
C 2.29697 -0.69293 -1.24757 4.131 0.018 2.114 0.08
S -1.98777 -0.50902 1.47773 -0.553 -0.491 1.888 -0.06
H -1.71406 0.77537 -0.28187 0.626 -0.569 -1.011 0.26
C -1.16539 -0.15631 -0.02878 2.957 2.790 0.466 -0.74
H -1.11794 -0.92168 -0.81152 -0.151 0.096 0.490 0.35
O 3.57936 -0.88534 -0.94840 -3.544 0.218 -1.237 -0.73
H 2.06596 0.40616 -1.11090 -0.406 -0.144 -0.458 0.23
H -1.82072 2.04131 1.55647 -0.113 0.306 0.117 0.14
H -0.04291 0.19201 0.26759 -2.539 -1.082 -1.087 0.25
```
Forces are in eV/Å.



7.
Formula: C7H15N
Source: the OMol25 dataset
Level of theory: wB97M-V/def2-TZVPD

Results
<S²>: 0.754
Orbital gap (alpha / beta) in eV: 10.6 / 5.7
Net charge: +1
Spin multiplicity: 2
HOMO (alpha / beta) in eV: -13.40 / -13.39

Structure (XYZ):
```
23
Properties=species:S:1:pos:R:3:forces:R:3:mulliken_spin:R:1
C 1.84366 1.17838 0.14176 -0.580 0.956 0.038 0.00
H -0.43487 -2.51134 0.61253 -0.097 -0.594 -0.627 -0.02
H -1.27919 0.07630 -0.37972 0.495 -0.182 -0.145 0.01
C 1.13750 -0.03109 0.75760 -0.045 0.301 1.127 0.08
C -2.35496 -1.01820 1.16256 -0.055 -1.020 -1.011 0.04
H 1.00713 -0.90216 -1.28531 -0.184 0.813 0.275 0.02
H 1.66938 -0.37908 1.64781 0.288 -0.297 -0.326 0.00
C 0.59212 2.16138 -1.82347 -0.880 0.584 -0.499 0.00
H 2.25298 1.76956 0.96315 0.330 -0.227 0.035 0.01
H -1.88309 -1.64272 1.90490 0.516 0.142 0.479 0.00
H -0.31864 2.63488 -2.18067 0.076 0.163 0.108 0.00
H 0.00585 2.30183 0.18957 0.038 0.647 -0.206 0.00
C -1.53892 -0.95621 -0.14685 -0.464 -0.071 -0.724 0.00
N -0.37383 -1.80797 -0.12823 0.673 1.327 2.289 0.78
H -2.10734 -1.27767 -1.03383 -0.276 -0.143 0.216 0.06
H 2.64498 0.87834 -0.52823 0.082 0.054 -0.058 0.00
H -3.28344 -1.55804 0.97950 -0.282 0.586 0.033 0.00
H -2.46828 -0.00315 1.50442 -0.363 0.109 0.379 0.01
C 0.93705 -1.18338 -0.22042 0.391 -0.811 -2.029 0.01
H 0.18939 0.27918 1.21003 -0.046 0.119 -0.362 0.00
H 1.75252 -1.90615 -0.17965 -0.367 -0.367 0.575 0.00
H 1.21540 1.83593 -2.64647 0.490 -0.178 0.398 0.00
C 0.79459 2.06140 -0.52097 0.262 -1.912 0.034 0.00
```
Forces are in eV/Å.



Listing electronic energy for the structures above in their given order: -158561.47918; -82119.33381; -17502.89942; -7797.10129; -5782.70497; -27921.06880; -8982.82972 eV.
Listing ΔE to the lowest compared entry with this formula, charge and spin for the structures above in their given order: 177.3; 391.3; 248.0; 254.9; 106.8; 150.7; 228.8 kJ/mol.